# C24H76N6O11

11 unconnected molecules or ions with the total composition C24H76N6O11 at a distorted geometry (ωB97M-V with the def2-TZVPD basis set, the OMol25 dataset).

Calculated values
maximum force = 3.756 eV/Å
SMILES = COC[C@H](C)N.COC[C@H](C)N.COC[C@H](C)N.COC[C@H](C)N.COC[C@H](C)N.COC[C@H](C)N.O.O.O.O.O
orbital gap = 0.3479 hartree

XYZ file:
```
117
C24H76N6O11 ωB97M-V with the def2-TZVPD basis set
C -2.110 -3.415 1.405
C -3.428 -3.856 0.726
C -3.745 -5.378 0.982
O -2.709 -6.107 0.402
C -3.177 -7.460 0.124
N -4.410 -3.085 1.356
H -1.360 -4.072 0.964
H -2.164 -3.621 2.474
H -1.847 -2.375 1.215
H -3.532 -3.509 -0.303
H -4.727 -5.559 0.545
H -3.951 -5.649 2.017
H -3.417 -7.983 1.050
H -2.374 -8.065 -0.297
H -4.063 -7.538 -0.505
H -5.261 -3.629 1.386
H -4.160 -3.093 2.335
C 3.272 5.473 2.435
C 3.938 4.077 2.529
C 3.825 3.385 3.868
O 4.478 4.104 4.868
C 4.253 3.472 6.159
N 3.284 3.235 1.537
H 3.713 6.317 2.965
H 2.234 5.425 2.766
H 3.288 5.807 1.397
H 4.981 4.237 2.257
H 4.343 2.429 3.784
H 2.762 3.297 4.094
H 4.480 4.169 6.966
H 4.884 2.583 6.171
H 3.258 3.089 6.385
H 3.476 3.574 0.605
H 3.640 2.290 1.565
C -3.913 0.210 -2.960
C -2.588 0.601 -2.183
C -2.790 1.972 -1.487
O -1.644 2.454 -0.802
C -1.900 3.429 0.208
N -2.284 -0.326 -1.106
H -4.020 0.860 -3.828
H -4.749 0.202 -2.260
H -3.705 -0.757 -3.417
H -1.784 0.678 -2.915
H -3.590 1.830 -0.760
H -3.032 2.774 -2.185
H -0.909 3.690 0.580
H -2.508 3.214 1.086
H -2.343 4.364 -0.137
H -2.952 -0.167 -0.366
H -1.411 0.026 -0.741
C 1.421 0.346 4.859
C 1.678 0.198 3.398
C 1.207 -1.198 2.803
O 2.021 -2.306 3.265
C 1.739 -3.544 2.667
N 0.981 1.407 2.928
H 0.393 0.193 5.185
H 1.723 1.312 5.265
H 2.066 -0.354 5.391
H 2.764 0.247 3.312
H 1.174 -1.211 1.714
H 0.167 -1.471 2.981
H 2.118 -4.444 3.151
H 1.914 -3.742 1.610
H 0.667 -3.686 2.811
H 1.628 2.175 2.821
H 0.828 1.229 1.946
C 1.072 3.254 -2.610
C 2.080 2.849 -1.515
C 2.779 1.461 -1.548
O 1.694 0.521 -1.384
C 2.104 -0.813 -1.478
N 3.047 3.906 -1.357
H 0.572 4.222 -2.607
H 0.336 2.459 -2.727
H 1.559 3.176 -3.582
H 1.562 2.885 -0.557
H 3.653 1.446 -0.897
H 3.201 1.266 -2.533
H 2.058 -1.039 -2.543
H 1.374 -1.512 -1.070
H 3.007 -1.218 -1.021
H 2.663 4.840 -1.329
H 3.551 3.861 -2.231
C -0.712 -2.927 -6.648
C -0.576 -2.633 -5.156
C 0.166 -1.219 -5.089
O 1.435 -1.187 -5.824
C 2.218 -0.053 -5.828
N -1.974 -2.504 -4.685
H -1.044 -2.079 -7.247
H -1.395 -3.760 -6.816
H 0.221 -3.259 -7.104
H 0.013 -3.410 -4.666
H 0.256 -0.938 -4.039
H -0.406 -0.413 -5.549
H 3.102 -0.457 -6.320
H 2.457 0.389 -4.861
H 1.839 0.689 -6.531
H -2.430 -1.630 -4.904
H -2.482 -3.214 -5.193
O -0.079 0.828 0.446
H 0.355 0.392 -0.287
H -0.521 1.579 0.052
O -0.952 2.582 4.871
H -0.253 2.320 4.271
H -0.810 3.518 5.010
O -4.276 -0.186 0.928
H -4.417 -1.130 0.863
H -3.577 -0.091 1.574
O -0.910 -2.522 -2.048
H -1.322 -2.433 -2.907
H -1.198 -1.749 -1.563
O -2.025 0.208 2.284
H -1.259 0.401 1.743
H -1.798 0.547 3.150
```



# C60H52F3N4OP2SSbSc

A molecular structure, C60H52F3N4OP2SSbSc at a distorted geometry (ωB97M-V with the def2-TZVPD basis set, the OMol25 dataset).

Calculated values
maximum force = 1.163 eV/Å
orbital gap = 0.1877 hartree
net charge = +1

XYZ file:
```
125
C60H52F3N4OP2SSbSc ωB97M-V with the def2-TZVPD basis set
Sc -0.109 0.221 -0.116
C 2.743 -2.473 0.396
N 2.391 -3.725 -0.229
C 1.180 -3.833 -0.993
P 0.614 -2.205 -1.654
C 1.924 -1.843 -2.880
C 2.168 -2.685 -3.962
C 3.171 -2.385 -4.872
C 3.954 -1.252 -4.698
C 3.739 -0.421 -3.607
C 2.727 -0.717 -2.708
C -0.793 -2.809 -2.660
C -1.018 -2.395 -3.977
C -2.182 -2.757 -4.648
C -3.152 -3.502 -4.001
C -2.960 -3.888 -2.678
C -1.797 -3.541 -2.013
C 3.320 -4.764 -0.324
C 2.893 -6.067 -0.601
C 3.809 -7.102 -0.726
C 5.166 -6.872 -0.558
C 5.595 -5.585 -0.267
C 4.690 -4.539 -0.154
P 1.415 -1.385 1.365
C 2.810 -0.697 2.341
C 3.206 -1.165 3.592
C 4.172 -0.486 4.322
C 4.754 0.669 3.819
C 4.377 1.140 2.570
C 3.414 0.458 1.837
C 0.520 -2.861 1.975
C -0.823 -3.002 1.607
C -1.587 -4.065 2.062
C -1.019 -5.001 2.918
C 0.319 -4.890 3.265
C 1.092 -3.843 2.774
H 3.213 -1.765 -0.309
H 3.489 -2.678 1.160
H 0.341 -4.241 -0.416
H 1.339 -4.477 -1.858
H 1.570 -3.578 -4.102
H 3.345 -3.038 -5.718
H 4.736 -1.020 -5.410
H 4.360 0.455 -3.460
H 2.551 -0.061 -1.868
H -0.263 -1.818 -4.496
H -2.330 -2.449 -5.676
H -4.063 -3.780 -4.517
H -3.721 -4.464 -2.166
H -1.672 -3.838 -0.978
H 1.836 -6.285 -0.704
H 3.451 -8.099 -0.947
H 5.876 -7.683 -0.652
H 6.651 -5.384 -0.138
H 5.061 -3.541 0.035
H 2.750 -2.048 4.018
H 4.462 -0.857 5.298
H 5.500 1.200 4.397
H 4.835 2.035 2.168
H 3.133 0.826 0.853
H -1.285 -2.270 0.949
H -2.623 -4.163 1.758
H -1.616 -5.818 3.303
H 0.769 -5.620 3.925
H 2.149 -3.812 3.010
N -1.808 2.371 2.331
C -1.821 3.525 3.026
C -0.744 4.261 2.596
C -0.131 3.454 1.627
N -0.784 2.306 1.469
H -2.454 1.606 2.417
H -2.583 3.735 3.760
H -0.441 5.238 2.932
H 0.754 3.661 1.046
F -1.228 8.940 0.117
C -1.501 7.680 -0.253
C -2.674 7.098 0.181
C -2.936 5.781 -0.176
C -2.040 5.065 -0.970
C -0.859 5.688 -1.381
C -0.584 7.004 -1.036
Sb -2.129 2.942 -1.204
C -4.158 2.616 -0.608
C -4.453 1.541 0.231
C -5.755 1.285 0.642
C -6.758 2.125 0.199
F -8.017 1.885 0.583
C -6.507 3.199 -0.633
C -5.202 3.440 -1.032
C -2.437 2.854 -3.335
C -3.652 2.493 -3.916
C -3.769 2.354 -5.293
C -2.654 2.577 -6.075
F -2.753 2.422 -7.402
C -1.431 2.935 -5.537
C -1.330 3.064 -4.161
H -3.357 7.669 0.798
H -3.848 5.313 0.175
H -0.137 5.144 -1.982
H 0.326 7.501 -1.346
H -3.668 0.861 0.537
H -6.000 0.445 1.279
H -7.329 3.823 -0.960
H -4.997 4.283 -1.683
H -4.520 2.311 -3.295
H -4.704 2.074 -5.760
H -0.582 3.094 -6.190
H -0.363 3.306 -3.731
O -1.972 -0.236 -1.033
S -1.414 0.132 -2.433
N -0.034 0.641 -2.198
C 0.198 -0.179 2.580
C 0.339 -0.167 4.057
C 0.951 0.913 4.696
C 1.114 0.929 6.074
C 0.682 -0.144 6.843
C 0.075 -1.226 6.218
C -0.102 -1.236 4.842
H 0.511 0.796 2.205
H -0.857 -0.378 2.297
H 1.304 1.753 4.105
H 1.582 1.785 6.545
H 0.807 -0.128 7.918
H -0.254 -2.077 6.803
H -0.592 -2.083 4.371
```